# 1
This record from the Open Molecules 2025 dataset describes a structure of composition C22H34BiBrF4N3OPTe. The level of theory is ωB97M-V/def2-TZVPD.

Last column: Mulliken charge in e.
Geometry (Å):
Bi -0.06702 0.11612 0.42422  1.359
C 2.60404 4.05153 0.46377  -1.413
C 2.12039 2.64680 0.79348  -0.426
N 1.63393 1.81009 -0.34196  0.712
C 2.73038 1.02744 -0.99748  -0.035
C 3.68510 1.79991 -1.89755  -1.402
C 0.82310 2.57045 -1.30585  -1.105
C 0.14052 1.64970 -2.31770  -1.002
N -0.24143 0.36318 -1.71982  0.055
C -0.22186 -0.74885 -2.57333  -0.280
C 0.37529 -1.95854 -2.22456  0.055
F 0.97093 -2.05231 -0.99830  -0.364
C 0.39388 -3.05821 -3.05585  0.303
F 0.98377 -4.17256 -2.62496  -0.297
C -0.18547 -2.99707 -4.30488  -0.489
C -0.78156 -1.80752 -4.67828  0.173
F -1.36614 -1.69435 -5.86313  -0.281
C -0.81488 -0.71250 -3.83330  0.776
F -1.44772 0.39748 -4.22362  -0.322
H 2.97538 4.51210 1.38051  0.482
H 3.41700 4.06207 -0.25893  0.208
H 1.80422 4.68797 0.08123  0.309
H 2.91304 2.07849 1.27769  0.290
H 1.30724 2.72116 1.51611  0.121
H 3.28302 0.54541 -0.19064  0.388
H 2.25863 0.23289 -1.57636  -0.075
H 4.29146 2.52166 -1.35394  0.302
H 4.37022 1.08552 -2.35497  0.470
H 3.17301 2.31619 -2.71031  0.276
H 0.08269 3.13732 -0.73563  0.263
H 1.42152 3.30972 -1.84079  0.658
H -0.72239 2.18086 -2.72329  0.475
H 0.81264 1.45822 -3.15811  0.424
H -0.17392 -3.84862 -4.97180  0.541
O 2.68613 -5.33475 4.00222  -0.497
C 1.95729 -4.38392 3.40895  0.872
C 0.70086 -4.59602 2.84445  -0.670
C 0.06028 -3.52363 2.26472  -0.341
N 0.56529 -2.27939 2.21002  -0.196
C 1.75762 -2.13326 2.75618  0.318
Br 2.49999 -0.36987 2.69617  -0.163
C 2.51074 -3.10855 3.36415  -0.639
H 2.23356 -6.18845 3.99248  0.321
H 0.23534 -5.57330 2.85703  0.338
H -0.91501 -3.66508 1.81453  0.158
H 3.48219 -2.91249 3.79418  0.481
C -2.58794 -3.05050 -0.73144  -0.758
Te -2.93859 -0.98038 -0.40939  0.323
C -4.35926 -1.34701 1.11061  -1.302
H -2.53026 -3.53781 0.23702  0.334
H -1.66894 -3.18521 -1.29472  0.073
H -3.43710 -3.41887 -1.30102  0.429
H -5.07644 -2.03932 0.67547  0.419
H -4.85697 -0.41355 1.36164  0.403
H -3.88167 -1.78297 1.98366  0.446
C -1.02741 3.78395 1.94910  -1.343
P -1.72062 2.24797 1.28478  0.726
C -3.01922 2.82197 0.16142  -1.199
C -2.53906 1.50029 2.72015  -0.952
H -1.86061 4.37703 2.33164  0.501
H -0.51052 4.35555 1.17928  0.321
H -0.33794 3.57758 2.76729  0.426
H -3.74422 3.39912 0.73878  0.477
H -3.53048 2.00393 -0.34367  0.235
H -2.58464 3.47064 -0.60032  0.367
H -3.32633 2.16451 3.08189  0.435
H -1.81021 1.35604 3.51979  0.395
H -2.97484 0.53399 2.47131  0.113

Charge: +2

***

# 2
This record from the Open Molecules 2025 dataset describes a structure of composition C22H34CaN7OSe at a distorted geometry. The level of theory is ωB97M-V/def2-TZVPD.

Last column: Mulliken charge in e.
Geometry (Å):
Ca -1.11688 -0.54923 0.52558  1.936
C -0.26408 2.31638 1.61802  -0.753
C -1.82471 2.28432 1.86868  -0.903
N -2.58348 1.49155 0.89335  -0.257
C -2.84852 2.25170 -0.43475  -1.063
C -1.83130 1.97872 -1.53438  0.642
C -1.95541 2.63046 -2.77858  -0.864
C -0.89231 2.54643 -3.63836  -0.469
C -0.02541 1.47755 -3.52033  -0.738
C 0.06157 0.84110 -2.26611  0.404
C 1.21007 -0.22107 -2.04389  -1.123
N 1.04348 -0.86496 -0.66660  -0.367
C 2.01630 -0.41186 0.39102  -0.880
C 1.72509 0.92760 1.13430  -0.619
N 0.31755 0.96172 1.59135  -0.104
N -0.85836 1.09123 -1.31809  0.281
H 0.13329 3.02830 2.39890  0.470
H 0.00526 2.84330 0.68515  0.388
H -2.06404 3.38336 1.81752  0.363
H -2.03274 1.92607 2.86214  0.476
H -3.55301 1.28054 1.21796  0.289
H -2.90665 3.30187 -0.13630  0.448
H -3.86783 1.95486 -0.78360  0.426
H -2.62083 3.50602 -2.81551  0.385
H -0.72596 3.28472 -4.49264  0.395
H 0.65210 1.36602 -4.38759  0.441
H 2.07568 0.38971 -2.14119  0.420
H 1.19707 -1.01693 -2.92102  0.440
H 1.18878 -1.85459 -0.92921  0.313
H 3.04657 -0.37430 -0.01722  0.471
H 2.08483 -1.21054 1.17651  0.383
H 1.85460 1.76347 0.44874  0.393
H 2.42881 0.98880 2.02738  0.399
H 0.29922 0.60152 2.58042  0.183
Se 4.47366 3.01689 -5.97674  -0.566
C 6.14262 2.12971 -5.94414  -0.088
C 7.01005 2.21870 -4.86926  -0.306
C 8.28994 1.70342 -5.01881  -0.119
N 8.67365 1.08575 -6.14006  -0.586
C 7.77538 0.79876 -7.08413  -0.291
C 6.53621 1.37052 -7.05001  -0.150
H 6.77264 2.68932 -3.93917  0.401
H 8.97052 1.74840 -4.09640  0.225
H 8.18071 0.16377 -7.88942  0.333
H 5.72684 1.36920 -7.89076  0.178
C -4.47001 -2.94870 1.44990  -0.843
N -3.54585 -3.25452 2.55348  0.209
C -3.89854 -4.43659 3.35751  -0.664
C -3.20782 -4.48843 4.72799  -0.848
C -2.95082 -3.16734 5.36873  -0.549
N -2.28953 -2.29700 4.37793  0.088
C -1.96786 -1.03300 5.05159  -0.837
C -2.63983 -2.31426 3.03479  0.112
O -2.22028 -1.37739 2.27057  -0.765
H -4.88630 -3.88029 1.02717  0.370
H -3.87576 -2.32759 0.75316  0.116
H -5.36186 -2.34939 1.74999  0.311
H -3.64385 -5.36547 2.82987  0.307
H -5.03027 -4.43413 3.46462  0.409
H -2.26324 -5.02530 4.46341  0.340
H -3.76628 -5.24342 5.33895  0.360
H -2.31456 -3.24522 6.24683  0.441
H -3.87812 -2.66928 5.68146  0.365
H -0.98775 -0.70297 4.66213  0.119
H -1.92472 -1.29590 6.15204  0.396
H -2.79777 -0.35212 4.92515  0.325

ΔE to the lowest compared entry with this formula, charge and spin in kJ/mol: 530.3
Charge: +1

***

no.,LUMO level (eV),E_tot (Eh),Kohn-Sham gap (eV)
1,-6.0,-4895.11901,7.80
2,-4.0,-4396.03166,2.06